#one
Here is 3 unconnected molecules or ions with the total composition C8H14N5 from the Open Molecules 2025 dataset. Energies are from ωB97M-V/def2-TZVPD.

Each atom is followed by the atoms it is bonded to, with distances in Å.
Geometry (Å):
1 C -0.15132 -0.87067 2.48257  C2 1.376, C3 1.427, H14 1.116
2 C -1.23817 -0.09411 2.15241  C1 1.376, C5 1.469, N9 1.363
3 C 0.76974 -0.79425 1.39571  C1 1.427, C6 1.504, N12 1.313
4 C -0.75289 1.34492 -2.57381  N11 1.187, N13 1.278
5 C -2.33520 0.45487 2.96127  C2 1.469, H16 1.068, H17 1.121, H18 1.167
6 C 2.04418 -1.58920 1.46205  C3 1.504, H19 1.045, H20 1.080, H21 1.148
7 C 1.95244 0.26599 -1.49647  C8 1.492, H22 1.082, H23 1.105, H24 1.034
8 C 0.59322 0.29369 -0.88114  C7 1.492, N12 1.417, N13 1.312
9 N -1.14278 0.19030 0.82316  C2 1.363, N12 1.445, H27 1.106
10 N -1.67636 2.41876 -4.47592  N11 1.256, H26 1.034
11 N -0.94668 1.82799 -3.64094  C4 1.187, N10 1.256
12 N 0.20797 -0.12396 0.41667  C3 1.313, C8 1.417, N9 1.445
13 N -0.41069 0.95498 -1.40582  C4 1.278, C8 1.312
14 H -0.06734 -1.48931 3.40718  C1 1.116
15 H -0.07131 -2.18198 -2.64284  no bonds
16 H -2.00939 1.30328 3.52288  C5 1.068
17 H -3.22269 0.72402 2.33092  C5 1.121
18 H -2.66596 -0.17165 3.88886  C5 1.167
19 H 2.30699 -1.42987 2.46034  C6 1.045
20 H 1.64397 -2.58229 1.32067  C6 1.080
21 H 2.99880 -1.29994 0.89380  C6 1.148
22 H 1.90826 0.33177 -2.57557  C7 1.082
23 H 2.42096 1.21698 -1.18520  C7 1.105
24 H 2.60129 -0.49234 -1.22651  C7 1.034
25 H 0.31741 -1.48976 -2.22946  no bonds
26 H -1.28994 2.39651 -5.43475  N10 1.034
27 H -1.78453 0.88527 0.24997  N9 1.106

Output
Kohn-Sham gap (spin up / spin down) ... 6.60 / 7.16 eV
LUMO energy (spin up / spin down) ... -4.268 / -4.277 eV
Net charge ... +1
HOMO energy (spin up / spin down) ... -10.9 / -11.4 eV

Atom charges from the natural (NBO) analysis, given in e for atoms 1 to 6:
1. C -0.329
2. C 0.272
3. C 0.292
4. C 0.435
5. C -0.681
6. C -0.656

---

#two
Here is a gas-phase ion, C8H14N5 (charge +1) from the Open Molecules 2025 dataset. Energies are from ωB97M-V/def2-TZVPD.

Each atom is followed by the atoms it is bonded to, with distances in Å.
Geometry (Å):
1 N -3.07029 -1.84208 -0.34463  C2 1.346, H14 1.005, H15 0.979
2 C -2.53404 -0.62775 -0.11987  N1 1.346, N3 1.413, N4 1.298
3 N -3.54218 0.33309 0.12178  C2 1.413, H16 1.014, H17 0.987
4 N -1.25345 -0.41648 -0.11787  C2 1.298, N5 1.384
5 N -0.89126 0.88723 0.17169  N4 1.384, N6 1.458, C7 1.557, H18 1.163
6 N -0.42843 1.62121 -1.00030  N5 1.458, H19 1.014, H20 1.001
7 C 0.28239 0.83090 1.19345  N5 1.557, C8 1.462, H21 1.094, H22 1.139
8 C 1.46700 0.23821 0.57437  C7 1.462, C9 1.417, C13 1.421
9 C 1.66470 -1.16479 0.56178  C8 1.417, C10 1.408, H23 0.984
10 C 2.78322 -1.72093 -0.08722  C9 1.408, C11 1.391, H24 1.010
11 C 3.78478 -0.90712 -0.60752  C10 1.391, C12 1.382, H25 1.071
12 C 3.75123 0.44913 -0.34283  C11 1.382, C13 1.381, H26 1.035
13 C 2.60008 1.00099 0.18308  C8 1.421, C12 1.381, H27 1.142
14 H -2.41647 -2.53938 -0.03329  N1 1.005
15 H -3.99013 -1.98440 -0.03975  N1 0.979
16 H -3.27462 1.16799 -0.38848  N3 1.014
17 H -4.35930 -0.03365 -0.29340  N3 0.987
18 H -1.75357 1.46453 0.69649  N5 1.163
19 H -1.14303 2.14310 -1.49555  N6 1.014
20 H 0.03797 1.13193 -1.73796  N6 1.001
21 H -0.25604 0.15183 1.86156  C7 1.094
22 H 0.54999 1.92612 1.35878  C7 1.139
23 H 1.02050 -1.78657 0.96952  C9 0.984
24 H 3.02622 -2.68499 -0.26384  C10 1.010
25 H 4.73115 -1.18569 -1.02449  C11 1.071
26 H 4.57738 1.02304 -0.58613  C12 1.035
27 H 2.44774 2.12120 0.34346  C13 1.142

Output
Kohn-Sham gap ... 9.16 eV
LUMO energy ... -3.193 eV
Net charge ... +1
HOMO energy ... -12.3 eV
Structure (SMILES) ... NC(N)=N[N@H+](N)Cc1ccccc1

Atom charges from the natural (NBO) analysis, given in e for atoms 1 to 6:
1. N -0.760
2. C 0.601
3. N -0.807
4. N -0.429
5. N -0.091
6. N -0.669

---

Which structure loses on stability? #one does.

---

#one
Here is 2 unconnected molecules or ions with the total composition H5NO from the Open Molecules 2025 dataset. Energies are from ωB97M-V/def2-TZVPD.

Each atom is followed by the atoms it is bonded to, with distances in Å.
Geometry (Å):
1 N -0.98063 -0.12585 0.01363  H2 1.039, H3 1.041, H4 1.070
2 H -1.26517 0.70542 -0.54078  N1 1.039
3 H -1.19787 -1.07534 -0.35266  N1 1.041
4 H -1.61998 0.04878 0.85414  N1 1.070
5 O 1.80972 -0.23888 0.03372  H6 0.968, H7 0.918
6 H 2.29961 0.59476 -0.00159  O5 0.968
7 H 0.95432 0.09111 -0.00646  O5 0.918

Output
Kohn-Sham gap ... 11.52 eV
LUMO energy ... 0.892 eV
HOMO energy ... -10.6 eV
Structure (SMILES) ... N.O

Atom charges from the natural (NBO) analysis, given in e for atoms 1 to 6:
1. N -1.110
2. H 0.372
3. H 0.387
4. H 0.367
5. O -0.947
6. H 0.451

---

#two
Here is 2 unconnected molecules or ions with the total composition H5NO from the Open Molecules 2025 dataset. Energies are from ωB97M-V/def2-TZVPD.

Each atom is followed by the atoms it is bonded to, with distances in Å.
Geometry (Å):
1 N -0.46800 0.88152 0.62883  H2 1.025, H3 1.025, H4 1.025
2 H 0.36877 1.06497 1.19166  N1 1.025
3 H -1.21163 0.61043 1.28011  N1 1.025
4 H -0.74828 1.77487 0.21169  N1 1.025
5 O 1.03709 -1.48077 -1.29536  H6 0.984, H7 0.984
6 H 0.74875 -0.75015 -0.70264  O5 0.984
7 H 0.27329 -2.10087 -1.31430  O5 0.984

Output
Kohn-Sham gap ... 11.67 eV
LUMO energy ... 0.900 eV
HOMO energy ... -10.8 eV
Structure (SMILES) ... N.O

Atom charges from the natural (NBO) analysis, given in e for atoms 1 to 6:
1. N -1.089
2. H 0.364
3. H 0.365
4. H 0.366
5. O -0.960
6. H 0.489

---

Which structure loses on stability? #one does.

---

#one
Here is a single BrClFP molecule from the Open Molecules 2025 dataset. Energies are from ωB97M-V/def2-TZVPD.

Each atom is followed by the atoms it is bonded to, with distances in Å.
Geometry (Å):
1 F -0.76336 -1.41179 1.43099  P2 1.648
2 P -0.27449 0.16185 1.41163  F1 1.648, Br4 2.062
3 Cl 1.32301 0.42933 -2.29982  Br4 2.414
4 Br -0.28516 0.82061 -0.54279  P2 2.062, Cl3 2.414

Output
Kohn-Sham gap (spin up / spin down) ... 7.50 / 6.77 eV
LUMO energy (spin up / spin down) ... -2.071 / -2.428 eV
HOMO energy (spin up / spin down) ... -9.6 / -9.2 eV

The molecule's natural (NBO) atomic charges, reported in e, are given here:
1. F -0.573
2. P 0.829
3. Cl -0.415
4. Br 0.160

---

#two
Here is 2 unconnected molecules or ions with the total composition BrClFP from the Open Molecules 2025 dataset. Energies are from ωB97M-V/def2-TZVPD.

Each atom is followed by the atoms it is bonded to, with distances in Å.
Geometry (Å):
1 F 0.35090 0.03680 1.98345  P2 1.563
2 P 0.61161 -0.23364 0.46612  F1 1.563, Br4 2.156
3 Cl -0.78919 -1.48768 -2.32333  no bonds
4 Br -0.17333 1.68452 -0.12624  P2 2.156

Output
Kohn-Sham gap (spin up / spin down) ... 8.45 / 5.27 eV
LUMO energy (spin up / spin down) ... -2.327 / -3.666 eV
HOMO energy (spin up / spin down) ... -10.8 / -8.9 eV

The molecule's natural (NBO) atomic charges, reported in e, are given here:
1. F -0.581
2. P 1.071
3. Cl -0.330
4. Br -0.161

---

Which structure loses on stability? #one does.

---

#one
Here is 2 unconnected molecules or ions with the total composition ClO2PS from the Open Molecules 2025 dataset. Energies are from ωB97M-V/def2-TZVPD.

Each atom is followed by the atoms it is bonded to, with distances in Å.
Geometry (Å):
1 O 0.37359 -0.44657 -1.40565  P2 1.421
2 P 1.21434 -0.52775 -0.26294  O1 1.421, Cl3 2.070
3 Cl 1.09935 -2.47533 0.42874  P2 2.070
4 O -0.84512 1.21400 0.81453  S5 1.480
5 S -1.84217 2.23564 0.42532  O4 1.480

Output
Kohn-Sham gap (spin up / spin down) ... 7.79 / 7.77 eV
LUMO energy (spin up / spin down) ... -1.890 / -1.915 eV
HOMO energy (spin up / spin down) ... -9.7 / -9.7 eV
Structure (SMILES) ... O=PCl.O=S

The molecule's natural (NBO) atomic charges, reported in e, are given here:
1. O -0.997
2. P 1.374
3. Cl -0.379
4. O -0.712
5. S 0.714

---

#two
Here is 2 unconnected molecules or ions with the total composition ClO2PS from the Open Molecules 2025 dataset. Energies are from ωB97M-V/def2-TZVPD.

Each atom is followed by the atoms it is bonded to, with distances in Å.
Geometry (Å):
1 O -0.50636 1.52933 3.21327  P2 1.441
2 P -0.60096 0.80697 1.96993  O1 1.441, Cl3 2.047
3 Cl 0.76671 -0.71031 1.83276  P2 2.047
4 O 0.58264 -0.48285 -0.71863  S5 1.477
5 S -0.21687 -0.46013 -1.96074  O4 1.477

Output
Kohn-Sham gap (spin up / spin down) ... 7.75 / 7.74 eV
LUMO energy (spin up / spin down) ... -1.878 / -1.863 eV
HOMO energy (spin up / spin down) ... -9.6 / -9.6 eV
Structure (SMILES) ... O=PCl.O=S

The molecule's natural (NBO) atomic charges, reported in e, are given here:
1. O -0.979
2. P 1.322
3. Cl -0.329
4. O -0.702
5. S 0.688

---

Which structure loses on stability? #two does.

---

#one
Here is 2 unconnected molecules or ions with the total composition BH4NO2 from the Open Molecules 2025 dataset. Energies are from ωB97M-V/def2-TZVPD.

Each atom is followed by the atoms it is bonded to, with distances in Å.
Geometry (Å):
1 B -0.17361 0.35579 -0.44250  N2 1.400, O3 1.287
2 N 1.05895 0.04388 0.14329  B1 1.400, H5 0.967, H6 0.939
3 O -0.67953 1.03359 -1.41209  B1 1.287, H7 0.956
4 O -1.58245 -0.66745 0.84131  H8 1.036
5 H 1.89780 0.40366 -0.17529  N2 0.967
6 H 1.13179 -0.43520 0.94794  N2 0.939
7 H -1.47461 1.48715 -1.13626  O3 0.956
8 H -0.85690 -0.80632 1.56820  O4 1.036

Output
Kohn-Sham gap ... 9.43 eV
LUMO energy ... 0.214 eV
HOMO energy ... -9.2 eV

Atom charges from the natural (NBO) analysis, given in e for atoms 1 to 6:
1. B 1.287
2. N -1.100
3. O -0.902
4. O -1.040
5. H 0.398
6. H 0.404

---

#two
Here is 2 unconnected molecules or ions with the total composition BH4NO2 from the Open Molecules 2025 dataset. Energies are from ωB97M-V/def2-TZVPD.

Each atom is followed by the atoms it is bonded to, with distances in Å.
Geometry (Å):
1 B -0.42262 -0.14251 -0.07619  N2 1.361, O3 1.299
2 N -0.83173 0.62831 0.96794  B1 1.361, H5 1.011, H6 1.006
3 O -0.91238 -0.96214 -0.95744  B1 1.299, H7 0.957
4 O 2.05523 0.12215 -0.84138  H8 0.960
5 H -1.80374 0.71738 1.22954  N2 1.011
6 H -0.19992 1.23040 1.46866  N2 1.006
7 H -0.34807 -1.24178 -1.67820  O3 0.957
8 H 2.46323 -0.35182 -0.11294  O4 0.960

Output
Kohn-Sham gap ... 8.49 eV
LUMO energy ... -0.091 eV
HOMO energy ... -8.6 eV

Atom charges from the natural (NBO) analysis, given in e for atoms 1 to 6:
1. B 1.326
2. N -1.154
3. O -0.909
4. O -1.103
5. H 0.425
6. H 0.441

---

Which structure loses on stability? #two does.

---

#one
Here is a single C3H6N4 molecule from the Open Molecules 2025 dataset. Energies are from ωB97M-V/def2-TZVPD.

Each atom is followed by the atoms it is bonded to, with distances in Å.
Geometry (Å):
1 H 2.09421 0.31546 1.48138  N2 1.055
2 N 1.63562 -0.59685 1.21528  H1 1.055, C3 1.335
3 C 0.56933 -0.47505 0.42209  N2 1.335, C4 1.376, N7 1.414
4 C -0.27826 -1.45869 -0.03406  C3 1.376, N5 1.272, H9 1.069
5 N -1.30378 -1.14117 -0.71557  C4 1.272, N6 1.380
6 N -1.20094 0.22994 -0.83276  N5 1.380, N7 1.452, H10 1.007
7 N 0.06420 0.65487 -0.26126  C3 1.414, N6 1.452, C8 1.419
8 C 0.29565 1.98657 0.16978  N7 1.419, H11 1.180, H12 1.170, H13 1.180
9 H -0.12333 -2.38695 0.47339  C4 1.069
10 H -1.05175 0.49336 -1.79328  N6 1.007
11 H -0.52064 2.57428 0.78621  C8 1.180
12 H 1.36260 1.98140 0.65040  C8 1.170
13 H 0.35280 2.67797 -0.78481  C8 1.180

Output
Kohn-Sham gap ... 8.94 eV
LUMO energy ... 0.372 eV
HOMO energy ... -8.6 eV
Structure (SMILES) ... [H]/N=c1/cn[nH]n1C

Atom charges from the natural (NBO) analysis, given in e for atoms 1 to 6:
1. H 0.338
2. N -0.719
3. C 0.336
4. C -0.036
5. N -0.162
6. N -0.262

---

#two
Here is a single C3H6N4 molecule from the Open Molecules 2025 dataset. Energies are from ωB97M-V/def2-TZVPD.

Each atom is followed by the atoms it is bonded to, with distances in Å.
Geometry (Å):
1 H -0.03512 1.12167 1.84971  N2 1.027
2 N 0.82328 0.87237 1.34481  H1 1.027, C3 1.282
3 C 0.60161 -0.03406 0.46536  N2 1.282, C4 1.497, C5 1.602
4 C 1.65302 -0.51459 -0.48503  C3 1.497, H10 1.093, H11 1.092, H12 1.093
5 C -0.65775 -1.01890 0.57186  C3 1.602, N6 1.264, H13 1.094
6 N -1.68770 -0.77471 -0.11874  C5 1.264, N7 1.571
7 N -1.33148 0.57791 -0.83308  N6 1.571, N8 1.220
8 N -2.16110 1.43815 -0.58786  N7 1.220, H9 1.029
9 H -2.41983 2.02697 -1.39102  N8 1.029
10 H 2.19327 0.34186 -0.89513  C4 1.093
11 H 1.20734 -1.08292 -1.30418  C4 1.092
12 H 2.35589 -1.16014 0.04790  C4 1.093
13 H -0.54143 -1.79361 1.33541  C5 1.094

Output
Kohn-Sham gap ... 8.72 eV
LUMO energy ... -0.234 eV
HOMO energy ... -9.0 eV
Structure (SMILES) ... [H]\N=C(C)/C=N\N=N\[H]

Atom charges from the natural (NBO) analysis, given in e for atoms 1 to 6:
1. H 0.342
2. N -0.617
3. C 0.267
4. C -0.686
5. C 0.034
6. N -0.252

---

#three
Here is 2 unconnected molecules or ions with the total composition C3H6N4 from the Open Molecules 2025 dataset. Energies are from ωB97M-V/def2-TZVPD.

Each atom is followed by the atoms it is bonded to, with distances in Å.
Geometry (Å):
1 C 1.71492 0.89013 0.27503  C3 1.327, H8 1.116, H9 1.088
2 C -2.10057 0.81379 -0.50187  N6 1.270, H10 1.129, H11 1.071
3 C 2.06269 -0.37473 0.07345  C1 1.327, N4 1.431, H12 1.150
4 N 1.15833 -1.47811 0.18624  C3 1.431, N7 1.272
5 N -1.06883 -2.01420 0.33189  N7 1.235, H13 1.075
6 N -0.83585 0.71321 -0.54756  C2 1.270
7 N -0.09679 -1.27221 0.15580  N4 1.272, N5 1.235
8 H 2.55560 1.62378 0.31142  C1 1.116
9 H 0.73134 1.35495 0.27055  C1 1.088
10 H -2.50479 1.85363 -0.67378  C2 1.129
11 H -2.75336 0.19867 0.08313  C2 1.071
12 H 3.13576 -0.77138 -0.04157  C3 1.150
13 H -1.99844 -1.53753 0.07726  N5 1.075

Output
Kohn-Sham gap (spin up / spin down) ... 7.54 / 7.84 eV
LUMO energy (spin up / spin down) ... -0.899 / -0.575 eV
HOMO energy (spin up / spin down) ... -8.4 / -8.4 eV

Atom charges from the natural (NBO) analysis, given in e for atoms 1 to 6:
1. C -0.424
2. C -0.199
3. C -0.067
4. N -0.260
5. N -0.408
6. N -0.260

---

Which structure loses on stability? #three does.